This record from the Open Molecules 2025 dataset describes C5H8O as an isolated structure in a non-equilibrium geometry. The level of theory is ωB97M-V/def2-TZVPD.

Geometry as XYZ:
```
14
Properties=species:S:1:pos:R:3:mulliken_charge:R:1
O -1.295 -0.759 1.542 -0.63
C -0.586 -0.866 0.555 0.58
C 0.919 -0.522 0.565 -0.53
C 0.923 0.984 0.344 -0.43
C -0.383 0.970 -0.521 -0.71
C -1.075 -0.925 -0.800 -0.69
H 1.293 -0.879 1.507 0.37
H 1.412 -0.966 -0.307 0.21
H 0.862 1.550 1.292 0.25
H 1.824 1.382 -0.165 0.27
H -0.220 1.229 -1.551 0.40
H -1.192 1.458 0.012 0.33
H -2.093 -1.368 -0.908 0.28
H -0.436 -1.300 -1.598 0.30
```

Output
**Max |F|**: 1.60 eV Å⁻¹
**2S+1**: 1
**E_HOMO**: -9.126 eV
**Kohn-Sham gap**: 9.89 eV
**Relative energy (zero: lowest compared OMol25 entry of this formula, charge and spin)**: 276.2 kJ/mol